Record 1
Entry from the Open Molecules 2025 dataset: a structure of composition C36H49BrHgN3P2S at a distorted geometry (wB97M-V/def2-TZVPD).

Each line ends with the Mulliken charge.
Atoms and positions in Å:
Hg (0.031, -0.845, -0.183)  1.583
C (3.108, -2.467, 0.874)  -1.303
C (3.662, -1.093, 0.483)  0.832
C (5.160, -1.225, 0.228)  -1.694
P (2.551, -0.420, -0.884)  0.625
C (3.407, -0.622, -2.540)  0.498
C (4.649, 0.234, -2.752)  -1.563
C (2.368, -0.278, -3.603)  -1.327
C (2.434, 1.353, -0.572)  0.330
C (3.579, 2.050, -0.189)  -0.294
C (3.536, 3.360, 0.240)  0.459
C (4.785, 4.130, 0.553)  -1.830
C (2.277, 3.940, 0.396)  -1.153
C (1.134, 3.270, 0.042)  -0.326
C (1.160, 1.981, -0.530)  -0.659
N (0.034, 1.317, -0.923)  0.277
C (-1.124, 1.992, -1.168)  -0.824
C (-1.122, 3.265, -1.782)  -0.154
C (-2.271, 3.985, -1.991)  -0.938
C (-3.519, 3.475, -1.630)  0.299
C (-4.769, 4.285, -1.812)  -1.869
C (-3.564, 2.183, -1.145)  -0.210
C (-2.408, 1.437, -0.905)  -0.078
P (-2.531, -0.309, -0.465)  0.781
C (-3.388, -1.109, -1.930)  0.894
C (-4.912, -1.140, -1.917)  -1.501
C (-2.868, -0.441, -3.200)  -1.752
C (-3.629, -0.582, 1.030)  0.726
C (-2.719, -0.471, 2.253)  -1.428
C (-4.847, 0.316, 1.225)  -1.774
H (3.640, -2.865, 1.738)  0.530
H (3.220, -3.167, 0.046)  0.329
H (2.048, -2.403, 1.135)  -0.057
H (3.498, -0.393, 1.313)  0.274
H (5.358, -1.901, -0.601)  0.307
H (5.627, -1.643, 1.121)  0.470
H (5.635, -0.267, 0.034)  0.327
H (3.672, -1.686, -2.611)  0.568
H (4.400, 1.287, -2.652)  0.265
H (5.021, 0.069, -3.762)  0.505
H (5.449, -0.006, -2.060)  0.286
H (2.074, 0.766, -3.507)  0.238
H (1.476, -0.889, -3.496)  0.084
H (2.773, -0.436, -4.601)  0.527
H (4.534, 1.546, -0.230)  0.015
H (5.659, 3.618, 0.160)  0.354
H (4.915, 4.253, 1.629)  0.324
H (4.734, 5.123, 0.109)  0.400
H (2.200, 4.933, 0.817)  0.403
H (0.173, 3.728, 0.231)  0.519
H (-0.174, 3.675, -2.099)  0.639
H (-2.213, 4.961, -2.452)  0.415
H (-4.573, 5.339, -1.627)  0.421
H (-5.551, 3.955, -1.132)  0.367
H (-5.147, 4.190, -2.831)  0.313
H (-4.527, 1.739, -0.939)  0.226
H (-3.033, -2.149, -1.896)  0.349
H (-5.324, -0.135, -1.965)  0.194
H (-5.299, -1.648, -1.036)  0.362
H (-5.253, -1.683, -2.798)  0.485
H (-3.336, 0.533, -3.332)  0.361
H (-3.092, -1.059, -4.067)  0.503
H (-1.790, -0.287, -3.150)  0.161
H (-3.956, -1.627, 0.925)  0.537
H (-2.280, 0.526, 2.296)  0.305
H (-1.912, -1.204, 2.208)  -0.105
H (-3.280, -0.641, 3.170)  0.633
H (-4.548, 1.358, 1.323)  0.359
H (-5.342, 0.021, 2.151)  0.508
H (-5.568, 0.223, 0.418)  0.323
Br (-0.356, -2.892, -2.959)  -0.024
C (-0.229, -4.014, -1.424)  0.175
C (-0.069, -5.361, -1.626)  -0.773
C (-0.039, -6.197, -0.512)  -0.350
C (-0.222, -5.601, 0.744)  -0.770
C (-0.359, -4.240, 0.833)  -0.214
N (-0.348, -3.403, -0.232)  0.387
H (0.031, -5.748, -2.628)  0.451
H (0.123, -7.257, -0.620)  0.430
H (-0.247, -6.211, 1.633)  0.466
H (-0.483, -3.753, 1.791)  0.268
S (0.850, 0.285, 2.068)  -0.290
C (0.414, -0.099, 3.674)  -0.096
N (0.359, 0.991, 4.518)  -0.019
C (0.122, 0.864, 5.862)  -0.572
C (-0.098, -0.366, 6.399)  -0.413
C (-0.086, -1.502, 5.568)  -0.843
C (0.172, -1.350, 4.205)  -0.084
H (0.584, 1.887, 4.109)  0.200
H (0.103, 1.778, 6.432)  0.404
H (-0.274, -0.458, 7.460)  0.370
H (-0.264, -2.480, 5.980)  0.425
H (0.202, -2.203, 3.544)  0.221

Calculated values
- Relative energy (zero: lowest compared OMol25 entry of this formula, charge and spin): 109.3 kJ/mol
- 2S+1: 2
- Net charge: 0
- Molar mass: 898.318 g mol⁻¹

Record 2
Entry from the Open Molecules 2025 dataset: a cluster of 9 separate species, C36H49ClF8N2O26S in total at a distorted geometry (wB97M-V/def2-TZVPD).

Each line ends with the Mulliken charge.
Atoms and positions in Å:
H (-2.562, 3.192, 0.745)  0.298
N (-2.222, 2.403, 0.195)  -0.563
C (-2.882, 2.361, -0.883)  0.964
C (-3.976, 3.331, -1.217)  -1.152
C (-2.618, 1.306, -1.910)  -0.903
C (-2.074, 0.002, -1.340)  -0.809
N (-2.776, -0.277, -0.053)  -0.321
Cl (-3.433, -1.895, -0.029)  -0.171
C (-0.569, -0.062, -1.131)  0.002
C (0.268, 0.592, -2.229)  -1.143
C (0.629, 2.025, -1.844)  -0.031
C (1.070, 2.863, -3.035)  -0.856
S (1.657, 4.505, -2.499)  -0.207
O (-0.281, -1.472, -1.085)  -0.454
C (0.904, -1.785, -0.374)  -0.726
C (0.569, -2.218, 1.050)  -0.336
C (1.826, -2.688, 1.772)  -0.745
C (1.516, -3.792, 2.772)  -0.621
O (2.693, -4.233, 3.439)  -0.349
H (-4.707, 2.801, -1.817)  0.243
H (-3.617, 4.157, -1.816)  0.273
H (-4.482, 3.674, -0.330)  0.202
H (-2.002, 1.728, -2.697)  0.288
H (-3.572, 1.080, -2.371)  0.185
H (-2.342, -0.810, -1.998)  0.910
H (-2.099, -0.273, 0.700)  0.354
H (-0.264, 0.359, -0.172)  0.533
H (1.192, 0.052, -2.387)  0.564
H (-0.243, 0.608, -3.187)  0.357
H (-0.230, 2.504, -1.394)  0.109
H (1.402, 2.045, -1.084)  0.387
H (1.929, 2.399, -3.494)  0.316
H (0.243, 2.992, -3.721)  0.358
H (0.620, 5.082, -1.875)  0.143
H (1.620, -0.967, -0.379)  0.281
H (1.344, -2.639, -0.876)  0.499
H (-0.175, -2.998, 0.964)  0.309
H (0.138, -1.366, 1.569)  0.206
H (2.292, -1.852, 2.279)  0.459
H (2.528, -3.115, 1.063)  0.365
H (1.085, -4.615, 2.216)  0.323
H (0.779, -3.407, 3.474)  0.289
H (3.309, -3.487, 3.387)  0.251
O (5.895, -2.742, 9.265)  -0.504
C (5.516, -2.689, 8.146)  0.579
O (4.668, -3.581, 7.571)  -0.318
C (4.337, -3.090, 6.267)  0.073
C (5.505, -2.189, 5.963)  0.405
F (5.140, -1.131, 5.189)  -0.298
O (5.873, -1.723, 7.247)  -0.335
H (3.395, -2.542, 6.316)  0.362
H (4.242, -3.904, 5.554)  -0.252
H (6.356, -2.692, 5.501)  0.300
O (6.049, -5.685, 5.933)  -0.556
C (5.140, -6.403, 6.191)  0.741
O (4.900, -6.931, 7.409)  -0.347
C (3.646, -7.620, 7.350)  -0.481
C (3.515, -7.901, 5.872)  0.652
F (2.222, -7.883, 5.460)  -0.327
O (4.203, -6.807, 5.291)  -0.249
H (2.852, -6.961, 7.704)  0.276
H (3.667, -8.519, 7.959)  0.304
H (3.983, -8.832, 5.548)  -0.058
O (5.868, -10.832, 5.332)  -0.498
C (5.801, -10.701, 4.156)  0.666
O (5.776, -9.505, 3.518)  -0.264
C (5.818, -9.753, 2.108)  -0.405
C (5.293, -11.167, 2.024)  0.301
F (5.855, -11.860, 1.007)  -0.281
O (5.713, -11.723, 3.259)  -0.325
H (6.849, -9.685, 1.758)  0.269
H (5.207, -9.034, 1.570)  0.269
H (4.207, -11.243, 1.948)  0.287
O (2.441, 7.953, -1.555)  -0.492
C (3.562, 7.606, -1.708)  0.616
O (4.567, 7.814, -0.821)  -0.331
C (5.727, 7.123, -1.296)  -0.425
C (5.441, 7.013, -2.775)  0.315
F (5.956, 5.877, -3.309)  -0.285
O (4.028, 6.944, -2.808)  -0.223
H (5.786, 6.141, -0.826)  0.284
H (6.631, 7.685, -1.073)  0.274
H (5.775, 7.866, -3.367)  0.262
O (-5.124, 6.694, 0.100)  -0.498
C (-5.312, 6.913, -1.048)  0.640
O (-5.581, 8.135, -1.563)  -0.385
C (-5.615, 8.015, -2.988)  -0.505
C (-5.913, 6.545, -3.169)  0.305
F (-5.329, 6.042, -4.289)  -0.316
O (-5.298, 5.968, -2.031)  -0.049
H (-4.641, 8.281, -3.402)  0.292
H (-6.377, 8.663, -3.412)  0.303
H (-6.973, 6.292, -3.172)  0.244
O (-7.840, -2.547, -5.216)  -0.498
C (-7.387, -2.174, -4.189)  0.617
O (-6.062, -2.108, -3.901)  -0.346
C (-5.915, -1.473, -2.625)  0.200
C (-7.263, -1.723, -1.994)  0.328
F (-7.641, -0.710, -1.174)  -0.205
O (-8.126, -1.756, -3.117)  -0.323
H (-5.733, -0.406, -2.768)  -0.040
H (-5.093, -1.906, -2.063)  0.001
H (-7.341, -2.666, -1.452)  0.214
O (-8.433, 5.873, -0.948)  -0.511
C (-8.273, 4.872, -0.331)  0.555
O (-9.273, 4.097, 0.145)  -0.355
C (-8.688, 2.920, 0.714)  -0.326
C (-7.286, 3.389, 1.019)  0.236
F (-6.380, 2.390, 0.893)  -0.222
O (-7.060, 4.355, 0.003)  -0.104
H (-8.690, 2.115, -0.022)  0.212
H (-9.238, 2.602, 1.596)  0.290
H (-7.164, 3.861, 1.995)  0.194
O (2.589, 0.787, -6.649)  -0.511
C (2.589, 1.966, -6.751)  0.626
O (2.846, 2.830, -5.735)  -0.259
C (2.884, 4.154, -6.280)  -0.331
C (2.067, 3.999, -7.539)  0.323
F (2.497, 4.815, -8.530)  -0.282
O (2.316, 2.650, -7.900)  -0.321
H (3.916, 4.431, -6.499)  0.228
H (2.458, 4.870, -5.581)  0.228
H (0.994, 4.140, -7.404)  0.286

Calculated values
- SMILES: [H]/N=C(\C)C[C@H](NCl)[C@H](CCCS)OCCCCO.O=C1OC[C@@H](F)O1.O=C1OC[C@@H](F)O1.O=C1OC[C@@H](F)O1.O=C1OC[C@@H](F)O1.O=C1OC[C@@H](F)O1.O=C1OC[C@@H](F)O1.O=C1OC[C@@H](F)O1.O=C1OC[C@@H](F)O1
- 2S+1: 1
- Net charge: 0
- Energy: -5124.27861 hartree
- Molar mass: 1145.280 g mol⁻¹

Record 3
Entry from the Open Molecules 2025 dataset: a structure of composition C36H49EuN8O3S at a distorted geometry (wB97M-V/def2-TZVPD).

Each line ends with the Mulliken charge.
Atoms and positions in Å:
Eu (0.769, -0.505, 0.556)  0.587
C (1.741, -2.127, 2.314)  0.746
C (2.277, -0.961, 2.940)  1.072
C (1.217, -0.275, 3.579)  0.467
C (0.019, -0.992, 3.333)  0.731
C (0.331, -2.157, 2.576)  0.757
C (-0.578, -3.365, 2.534)  -1.729
C (-1.268, -0.761, 4.073)  -2.170
C (1.299, 0.862, 4.562)  -1.799
C (3.752, -0.700, 3.098)  -2.010
C (2.589, -3.271, 1.805)  -1.595
H (-1.350, -3.308, 1.767)  0.058
H (-1.083, -3.458, 3.496)  0.497
H (-0.003, -4.274, 2.381)  0.480
H (-1.430, 0.301, 4.247)  0.471
H (-1.233, -1.254, 5.048)  0.444
H (-2.122, -1.160, 3.531)  0.473
H (0.718, 1.731, 4.239)  0.233
H (2.327, 1.174, 4.726)  0.356
H (0.894, 0.546, 5.526)  0.437
H (4.240, -0.513, 2.140)  0.252
H (4.230, -1.566, 3.558)  0.496
H (3.925, 0.154, 3.747)  0.390
H (2.050, -3.886, 1.086)  0.199
H (2.896, -3.912, 2.637)  0.368
H (3.494, -2.898, 1.323)  0.418
C (2.838, 2.407, 1.917)  -0.328
C (2.974, 2.111, 0.455)  -0.111
C (3.530, 2.930, -0.505)  -1.113
C (3.610, 2.164, -1.683)  -0.901
C (3.093, 0.920, -1.376)  0.367
C (3.023, -0.272, -2.281)  -1.022
N (2.667, 0.876, -0.070)  0.641
H (3.785, 2.236, 2.427)  0.362
H (2.094, 1.752, 2.365)  -0.402
H (2.558, 3.447, 2.079)  0.385
H (3.848, 3.948, -0.371)  0.543
H (4.018, 2.481, -2.629)  0.516
H (3.886, -0.267, -2.946)  0.546
H (2.123, -0.270, -2.904)  0.047
H (3.029, -1.193, -1.695)  0.070
C (-3.045, 4.338, -3.102)  -1.406
C (-1.567, 4.667, -3.296)  0.704
C (-0.917, 5.083, -1.980)  -1.066
C (-0.813, 3.478, -3.925)  -1.185
N (-0.684, 2.377, -3.013)  0.897
C (0.370, 1.994, -2.274)  -0.894
N (0.010, 0.942, -1.564)  1.439
N (-1.265, 0.707, -1.878)  -0.181
N (-1.682, 1.542, -2.730)  -1.145
H (-3.551, 5.168, -2.617)  0.408
H (-3.173, 3.449, -2.488)  0.225
H (-3.526, 4.159, -4.061)  0.398
H (-1.486, 5.499, -4.003)  0.332
H (-1.019, 4.299, -1.234)  -0.114
H (-1.398, 5.977, -1.592)  0.511
H (0.141, 5.299, -2.114)  0.373
H (0.192, 3.783, -4.221)  0.332
H (-1.359, 3.120, -4.801)  0.407
H (1.348, 2.439, -2.270)  0.136
S (-0.919, 4.150, 1.566)  -0.373
C (-0.093, 2.757, 0.976)  -0.448
N (-0.703, 1.619, 1.089)  1.439
C (-1.959, 1.789, 1.629)  -1.139
C (-2.930, 0.805, 1.805)  -0.532
C (-4.141, 1.168, 2.357)  -0.820
C (-4.405, 2.484, 2.739)  -0.663
C (-3.471, 3.481, 2.541)  -0.553
C (-2.258, 3.121, 1.980)  1.153
H (0.887, 2.869, 0.542)  0.078
H (-2.743, -0.206, 1.474)  0.464
H (-4.902, 0.416, 2.495)  0.475
H (-5.357, 2.732, 3.182)  0.403
H (-3.662, 4.510, 2.805)  0.447
C (-0.645, -2.005, -3.969)  -1.340
C (0.077, -3.268, -3.515)  -1.339
C (-0.379, -3.756, -2.119)  2.605
C (0.395, -5.045, -1.776)  -1.310
C (-0.038, -5.651, -0.450)  -1.325
C (-1.858, -4.077, -2.221)  -0.429
O (-2.298, -4.954, -2.926)  -0.649
N (-2.677, -3.286, -1.471)  0.163
C (-2.307, -2.267, -0.587)  -0.439
O (-3.175, -1.716, 0.055)  -0.764
N (-0.991, -1.973, -0.459)  0.887
C (-0.056, -2.664, -1.112)  0.046
O (1.136, -2.373, -0.892)  -0.667
H (-0.253, -1.684, -4.933)  0.504
H (-0.503, -1.204, -3.246)  0.197
H (-1.714, -2.180, -4.077)  0.340
H (1.152, -3.082, -3.467)  0.447
H (-0.119, -4.071, -4.230)  0.529
H (1.459, -4.806, -1.760)  0.412
H (0.210, -5.769, -2.572)  0.519
H (0.071, -4.934, 0.357)  0.132
H (0.570, -6.522, -0.223)  0.482
H (-1.079, -5.959, -0.500)  0.362
H (-3.676, -3.462, -1.529)  0.305

Calculated values
- Relative energy (zero: lowest compared OMol25 entry of this formula, charge and spin): 0.0 kJ/mol
- 2S+1: 7
- Net charge: 0
- Molar mass: 825.872 g mol⁻¹